[1]
Molecular formula: CH6N3
Method: DFT, the ωB97M-V functional and the def2-TZVPD basis

Last column: Löwdin charge in e.
Atoms and positions in Å:
C  -0.542  1.262  -0.400  -0.016
N  -1.481  0.477  0.293  0.108
N  -0.553  0.770  1.003  0.285
N  1.235  -1.284  0.241  0.030
H  0.296  0.790  -0.933  0.107
H  -0.995  2.181  -0.789  0.137
H  -2.372  -0.063  0.337  0.234
H  2.022  -0.624  0.042  0.055
H  0.859  -1.515  -0.677  0.031
H  1.531  -1.993  0.883  0.029

Relative energy (zero: lowest compared OMol25 entry of this formula, charge and spin)   5.568 eV
Spin multiplicity   1
Charge   +1
Orbital gap (spin up / spin down)   7.955 / 7.955 eV

=====

[2]
Molecular formula: C4H8N2O
Method: DFT, the ωB97M-V functional and the def2-TZVPD basis

Last column: Löwdin charge in e.
Atoms and positions in Å:
C  -0.424  1.334  -2.606  -0.046
C  -0.067  1.036  -1.183  -0.373
C  -0.562  1.632  -0.052  -0.073
N  0.021  0.946  0.992  0.034
C  0.880  0.052  0.465  -0.212
N  0.836  0.066  -0.848  0.085
H  -1.391  1.813  -2.681  0.067
H  0.362  1.952  -3.017  0.072
H  -0.521  0.398  -3.165  0.078
H  -1.498  2.157  0.073  0.113
H  0.054  1.187  1.967  0.143
H  1.468  -0.720  0.934  0.113
O  0.656  -4.014  3.194  -0.075
H  -0.188  -4.424  3.451  0.039
H  0.375  -3.416  2.478  0.033

Relative energy (zero: lowest compared OMol25 entry of this formula, charge and spin)   1.188 eV
Spin multiplicity   1
Structure (SMILES)   Cc1c[nH]cn1.O
Charge   0
Orbital gap   9.370 eV